# 1
ORCA calculation (wB97M-V/def2-TZVPD) on a cluster of 7 separate species, C40H44BrN6O6 in total in a non-equilibrium geometry.

Last column: Löwdin charge in e.
Geometry (Å):
C  -1.958  -6.305  4.718  -0.06
C  -0.729  -6.660  3.820  -0.40
O  0.227  -5.590  3.946  -0.07
C  -1.073  -7.051  2.343  -0.04
C  -1.499  -5.859  1.411  -0.34
C  -0.442  -5.817  0.228  -0.13
C  0.900  -5.088  0.603  -0.25
C  0.953  -3.577  0.069  -0.57
Br  1.609  -2.389  1.506  0.57
O  -1.781  -4.566  1.970  0.10
C  -2.516  -3.880  1.002  -0.48
O  -2.703  -2.712  0.930  0.15
O  -3.114  -4.730  0.055  0.06
C  -2.844  -6.038  0.629  -0.15
C  -4.153  -6.332  1.457  -0.64
O  -4.139  -6.626  2.672  -0.04
O  -5.287  -6.254  0.859  -0.09
H  -2.658  -7.172  4.713  0.08
H  -1.547  -6.082  5.756  0.06
H  -2.446  -5.362  4.371  0.08
H  -0.249  -7.570  4.288  0.14
H  1.108  -6.001  3.937  0.09
H  -0.126  -7.471  1.902  0.11
H  -1.824  -7.876  2.258  0.14
H  -0.166  -6.848  -0.121  0.12
H  -0.844  -5.305  -0.689  0.12
H  1.802  -5.590  0.154  0.10
H  1.100  -5.023  1.697  0.06
H  -0.095  -3.314  -0.211  0.06
H  1.660  -3.526  -0.785  0.05
H  -2.842  -6.853  -0.142  0.17
N  -1.784  1.447  0.883  0.06
C  -2.557  0.435  0.468  -0.13
C  -3.880  0.586  0.079  -0.06
C  -4.437  1.853  0.125  -0.08
C  -3.656  2.917  0.553  -0.10
C  -2.344  2.661  0.917  -0.20
H  -2.080  -0.537  0.452  0.08
H  -4.456  -0.269  -0.250  0.11
H  -5.468  2.011  -0.169  0.10
H  -4.057  3.922  0.603  0.10
H  -1.692  3.461  1.255  0.10
N  -1.325  6.384  -2.030  0.04
C  -0.047  6.540  -2.396  -0.16
C  0.884  5.514  -2.404  -0.08
C  0.472  4.252  -2.007  -0.06
C  -0.846  4.065  -1.622  -0.07
C  -1.699  5.156  -1.653  -0.14
H  0.229  7.546  -2.695  0.10
H  1.904  5.698  -2.713  0.08
H  1.170  3.423  -1.999  0.11
H  -1.202  3.094  -1.306  0.09
H  -2.740  5.058  -1.363  0.10
N  -2.672  9.766  0.339  0.05
C  -1.612  9.044  -0.047  -0.14
C  -0.329  9.237  0.444  -0.07
C  -0.130  10.234  1.385  -0.09
C  -1.212  10.995  1.799  -0.09
C  -2.454  10.720  1.249  -0.17
H  -1.817  8.278  -0.788  0.07
H  0.491  8.621  0.098  0.10
H  0.858  10.416  1.792  0.10
H  -1.094  11.783  2.532  0.10
H  -3.331  11.287  1.545  0.10
N  3.037  5.511  -5.099  0.05
C  4.261  5.870  -4.700  -0.16
C  5.413  5.164  -5.012  -0.08
C  5.290  4.017  -5.779  -0.08
C  4.032  3.623  -6.203  -0.07
C  2.945  4.402  -5.839  -0.15
H  4.306  6.772  -4.099  0.10
H  6.379  5.504  -4.663  0.10
H  6.166  3.436  -6.044  0.10
H  3.898  2.732  -6.803  0.09
H  1.940  4.136  -6.150  0.11
N  4.734  0.580  -8.852  0.05
C  5.296  -0.085  -7.833  -0.16
C  5.133  -1.443  -7.615  -0.07
C  4.340  -2.159  -8.496  -0.08
C  3.746  -1.495  -9.556  -0.08
C  3.975  -0.135  -9.689  -0.16
H  5.905  0.518  -7.167  0.10
H  5.614  -1.928  -6.776  0.10
H  4.186  -3.223  -8.359  0.11
H  3.119  -2.020  -10.265  0.10
H  3.534  0.427  -10.506  0.10
N  -1.191  -5.128  8.228  0.07
C  0.086  -5.028  8.605  -0.15
C  0.490  -4.713  9.893  -0.08
C  -0.488  -4.484  10.848  -0.09
C  -1.820  -4.580  10.481  -0.08
C  -2.116  -4.905  9.166  -0.14
H  0.814  -5.213  7.822  0.10
H  1.541  -4.649  10.142  0.10
H  -0.214  -4.234  11.866  0.10
H  -2.612  -4.407  11.198  0.10
H  -3.144  -4.995  8.831  0.11

Atomic forces in eV per Å
1.00 0.38 0.30
-0.89 -0.90 0.96
0.30 -0.55 -0.45
0.52 0.69 0.17
-0.89 -1.54 -2.65
1.24 0.84 -0.12
0.82 0.91 -0.18
-0.55 -1.63 0.29
-0.24 -0.19 -0.72
0.16 0.99 -1.33
-1.12 -1.46 -0.90
0.59 0.56 0.63
2.47 0.22 2.13
-1.68 -1.67 0.35
-3.85 -0.55 0.81
2.07 -0.03 -0.04
2.62 0.23 -0.83
0.31 0.93 0.03
-0.58 -0.49 -1.15
0.18 -1.05 0.08
-0.52 0.61 -0.50
-0.44 0.33 -0.07
-0.75 0.45 0.41
0.36 0.90 0.50
-0.65 0.73 0.58
0.09 -0.40 0.88
-0.92 0.19 0.37
-0.54 -0.38 -0.73
1.08 0.41 0.23
-0.63 0.37 0.58
0.40 1.06 0.31
-0.40 0.17 -0.17
0.48 0.03 0.09
-0.09 0.11 -0.02
-0.07 -0.01 -0.05
-0.02 -0.02 0.00
0.15 -0.24 0.19
-0.13 -0.02 0.02
0.08 -0.04 0.06
0.03 0.00 0.01
0.03 -0.01 0.03
-0.07 0.05 0.00
0.31 -0.37 -0.04
-0.30 0.09 0.06
0.01 -0.01 0.10
0.06 -0.06 0.00
0.06 -0.02 -0.12
-0.07 0.33 -0.08
0.06 -0.03 -0.03
-0.07 0.02 -0.06
-0.03 0.02 0.01
0.00 0.04 -0.03
0.03 -0.08 0.02
0.38 0.15 0.21
-0.41 0.00 -0.13
-0.01 0.11 0.08
0.12 0.00 0.03
0.03 -0.02 -0.02
-0.18 -0.18 -0.20
0.09 0.01 0.04
-0.05 -0.02 -0.01
-0.03 0.00 -0.01
-0.03 -0.01 -0.01
0.05 0.04 0.04
0.38 -0.18 -0.10
-0.31 0.03 -0.03
-0.01 -0.03 -0.02
0.08 -0.06 -0.03
0.05 -0.02 0.01
-0.18 0.24 0.14
0.08 -0.01 0.00
-0.04 0.01 0.01
-0.03 0.02 0.00
-0.02 0.04 -0.02
0.04 -0.06 -0.01
-0.01 -0.45 0.19
-0.13 0.30 -0.28
0.01 0.02 0.00
-0.02 -0.15 0.01
0.04 -0.01 0.03
0.13 0.33 0.07
0.01 -0.07 0.03
-0.01 0.04 -0.01
0.00 0.04 0.00
0.01 0.04 0.01
-0.03 -0.06 0.00
0.13 0.09 0.47
-0.21 -0.07 -0.25
-0.05 0.01 0.03
0.03 0.03 0.12
0.07 0.00 0.01
0.04 -0.08 -0.33
0.03 0.02 0.03
-0.02 0.00 -0.04
-0.01 0.00 -0.03
0.00 -0.01 -0.04
0.00 0.02 0.05

## Properties
Net charge: -1
HOMO level (eV): -4.30
Orbital gap (Ha): 0.223
Total energy (eV): -133461.3514


# 2
ORCA calculation (wB97M-V/def2-TZVPD) on a structure of composition C40H44Cl5N6OSV.

Last column: Löwdin charge in e.
Geometry (Å):
V  -0.477  0.388  0.366  0.74
C  2.043  -1.023  0.435  -0.03
N  2.425  0.283  0.965  -0.13
C  3.092  0.344  2.255  -0.03
C  2.188  1.399  0.213  -0.38
N  1.024  1.450  -0.428  0.02
C  0.832  2.121  -1.664  -0.19
C  1.894  2.176  -2.530  -0.06
C  1.843  2.863  -3.752  -0.07
C  0.684  3.463  -4.117  -0.04
C  -0.488  3.312  -3.332  -0.15
C  -1.692  3.805  -3.897  -0.04
C  -2.887  3.512  -3.332  -0.06
C  -2.912  2.775  -2.137  -0.05
C  -1.777  2.402  -1.464  -0.18
N  -1.933  1.652  -0.261  0.01
C  -3.021  1.729  0.506  -0.37
N  -3.438  0.587  1.132  -0.13
C  -3.038  -0.687  0.565  -0.09
C  -3.777  0.578  2.552  -0.02
N  -3.769  2.830  0.716  -0.13
C  -3.309  4.182  0.444  -0.04
C  -5.188  2.751  1.038  -0.03
C  -0.472  2.618  -2.083  0.00
N  3.127  2.369  0.220  -0.12
C  4.545  2.043  0.309  -0.04
C  2.844  3.763  -0.097  -0.03
H  2.460  -1.802  1.068  0.09
H  2.436  -1.145  -0.578  0.11
H  0.967  -1.221  0.381  0.00
H  2.546  -0.283  2.962  0.09
H  3.070  1.367  2.625  0.10
H  4.129  0.000  2.211  0.09
H  2.814  1.680  -2.246  0.12
H  2.720  2.909  -4.384  0.11
H  0.607  4.012  -5.047  0.11
H  -1.633  4.362  -4.823  0.11
H  -3.816  3.818  -3.795  0.11
H  -3.872  2.483  -1.732  0.12
H  -3.103  -0.627  -0.520  0.10
H  -3.719  -1.467  0.909  0.11
H  -2.031  -1.022  0.868  0.00
H  -3.753  1.591  2.945  0.10
H  -3.042  -0.016  3.099  0.08
H  -4.770  0.155  2.717  0.10
H  -2.231  4.207  0.364  0.03
H  -3.620  4.825  1.269  0.10
H  -3.745  4.558  -0.484  0.09
H  -5.548  1.731  0.935  0.09
H  -5.734  3.389  0.341  0.10
H  -5.386  3.103  2.051  0.10
H  4.697  0.973  0.199  0.09
H  4.977  2.373  1.255  0.10
H  5.066  2.549  -0.505  0.10
H  1.893  4.059  0.332  0.04
H  2.825  3.945  -1.172  0.09
H  3.631  4.367  0.349  0.10
Cl  -0.364  -1.648  2.982  0.72
C  -0.284  0.061  3.421  -0.67
C  -0.313  1.019  2.404  -0.24
C  -0.197  2.313  2.896  -0.64
Cl  -0.168  3.661  1.768  0.75
C  -0.086  2.654  4.247  -0.71
Cl  0.060  4.294  4.752  0.69
C  -0.092  1.647  5.207  -0.71
Cl  0.020  2.026  6.876  0.70
C  -0.185  0.322  4.787  -0.72
Cl  -0.172  -0.940  5.956  0.69
O  -0.612  -2.001  -0.578  -0.59
S  -1.540  -3.176  -0.804  1.00
C  -0.725  -4.149  -2.143  -0.23
C  0.487  -3.419  -2.644  -0.28
C  1.755  -3.875  -2.304  -0.03
C  2.884  -3.205  -2.753  -0.08
C  2.752  -2.069  -3.538  -0.09
C  1.485  -1.604  -3.876  -0.07
C  0.361  -2.279  -3.431  -0.05
C  -1.413  -4.361  0.561  -0.28
C  -0.077  -5.008  0.782  -0.28
C  0.058  -6.385  0.629  -0.05
C  1.286  -7.001  0.829  -0.06
C  2.391  -6.241  1.183  -0.07
C  2.262  -4.867  1.336  -0.07
C  1.034  -4.256  1.139  -0.07
H  -1.487  -4.273  -2.911  0.10
H  -0.456  -5.123  -1.740  0.09
H  1.859  -4.758  -1.685  0.11
H  3.868  -3.579  -2.499  0.11
H  3.632  -1.550  -3.895  0.10
H  1.376  -0.724  -4.495  0.11
H  -0.625  -1.913  -3.697  0.12
H  -2.173  -5.104  0.306  0.10
H  -1.763  -3.807  1.435  0.08
H  -0.803  -6.982  0.352  0.12
H  1.375  -8.073  0.717  0.11
H  3.348  -6.720  1.344  0.11
H  3.123  -4.273  1.615  0.11
H  0.926  -3.191  1.253  0.03

Atomic forces in eV per Å
-0.20 -0.60 -0.41
0.07 0.25 -0.14
0.07 0.12 -0.14
-0.04 -0.02 0.01
-0.18 0.03 -0.21
0.11 -0.02 -0.28
-0.27 -0.14 0.27
0.11 0.05 -0.18
0.04 -0.05 0.08
-0.11 0.03 0.01
0.00 0.04 -0.10
0.12 -0.01 -0.02
-0.06 -0.05 0.09
-0.12 0.10 -0.17
0.28 -0.26 0.14
-0.10 0.02 -0.22
0.07 0.08 -0.40
0.16 0.08 0.11
-0.09 0.24 0.06
-0.04 0.01 -0.04
0.02 0.13 0.09
-0.02 -0.06 0.02
0.00 -0.02 0.02
-0.02 -0.04 0.05
0.04 0.13 0.10
-0.02 -0.04 -0.01
0.00 -0.04 0.06
0.13 0.11 0.05
-0.08 -0.10 0.00
0.29 -0.05 0.20
0.00 0.01 0.01
0.01 0.00 0.00
-0.01 -0.01 0.00
0.01 0.02 0.03
0.02 0.00 0.00
0.00 0.00 -0.01
0.00 -0.01 -0.02
-0.01 0.00 0.00
0.00 0.03 0.02
0.08 -0.11 0.00
-0.05 0.06 0.06
-0.24 0.02 0.21
0.01 0.00 0.01
-0.01 0.00 0.01
-0.01 0.00 0.00
0.03 0.00 -0.02
0.03 -0.01 0.02
-0.01 0.02 0.00
0.01 0.01 0.00
-0.02 0.00 0.00
-0.02 0.00 0.01
0.00 0.00 0.01
0.01 0.00 0.00
0.01 -0.01 0.00
-0.04 -0.02 -0.06
0.07 0.02 -0.02
-0.04 0.01 0.06
-0.03 0.12 0.03
-0.02 -0.20 0.09
0.03 -0.49 0.66
0.02 0.37 -0.06
-0.03 -0.17 0.05
0.00 0.03 0.02
-0.01 -0.03 -0.02
0.00 -0.06 -0.06
0.01 0.00 -0.01
-0.01 0.05 -0.03
0.00 0.00 -0.01
-0.10 0.15 0.33
-0.01 0.32 -0.38
0.05 0.08 -0.02
0.02 -0.12 -0.02
0.01 0.01 0.02
0.01 0.01 -0.01
-0.04 0.03 0.03
0.04 0.00 0.00
-0.03 0.00 -0.03
0.23 0.00 0.09
-0.09 -0.09 -0.02
0.00 -0.03 -0.08
-0.01 0.03 0.01
-0.01 0.01 -0.01
0.02 -0.02 0.00
0.01 -0.01 0.00
0.01 0.03 -0.02
-0.03 -0.02 -0.01
0.00 -0.02 0.00
0.01 0.00 0.01
0.01 0.00 -0.02
-0.01 0.02 0.02
-0.01 -0.01 -0.01
-0.04 0.02 0.04
0.00 0.01 -0.01
0.00 -0.01 0.02
0.01 -0.01 -0.01
0.01 0.00 0.00
0.01 0.00 0.01
0.00 0.01 0.06

## Properties
Net charge: +1
HOMO level (spin up / spin down) (eV): -9.09 / -8.58
2S+1: 2
Orbital gap (spin up / spin down) (Ha): 0.267 / 0.249
Total energy (eV): -152311.2904


> Which of these has the highest net charge?

C40H44Cl5N6OSV


> The lowest total energy belongs to which entry?

C40H44Cl5N6OSV